{
  "formula": "C22H36N6O2PtSb",
  "method": "ωB97M-V/def2-TZVPD",
  "species": ["Pt", "N", "C", "C", "O", "O", "H", "H", "H", "H", "C", "C", "N", "C", "C", "N", "C", "N", "N", "N", "C", "C", "C", "C", "C", "C", "H", "H", "H", "H", "H", "H", "H", "H", "H", "H", "H", "C", "C", "C", "Sb", "C", "C", "C", "C", "C", "C", "H", "H", "H", "H", "H", "H", "H", "H", "H", "H", "H", "H", "H", "H", "H", "H", "H", "H", "H", "H", "H"],
  "positions_angstrom": [[-0.0553, 0.2526, 0.2995], [2.0817, 0.1714, 0.3652], [2.4374, -0.7719, 1.4595], [1.2787, -1.0112, 2.4235], [1.4640, -1.2506, 3.5851], [0.0820, -1.0099, 1.8537], [2.4938, -0.1673, -0.4971], [2.4444, 1.1087, 0.5084], [3.3415, -0.4764, 1.9836], [2.6083, -1.7459, 0.9976], [-1.0366, 2.2800, -2.7263], [-0.5806, 2.8742, -1.4453], [-0.1004, 2.2024, -0.4117], [0.1988, 3.1303, 0.5754], [-0.1112, 4.3654, 0.1228], [-0.6048, 4.1922, -1.1510], [-0.9834, 5.2868, -2.0374], [0.1193, 6.1600, -2.2806], [0.0303, 7.4615, -1.8786], [1.1050, 8.0674, -2.1733], [1.9649, 7.1743, -2.7858], [3.2565, 7.3591, -3.2837], [3.8747, 6.2644, -3.8407], [3.2325, 5.0110, -3.9044], [1.9593, 4.8147, -3.4168], [1.3363, 5.9335, -2.8576], [-0.7920, 1.2201, -2.7193], [-0.5470, 2.7433, -3.5836], [-2.1138, 2.3888, -2.8544], [0.5967, 2.8385, 1.5318], [-0.0160, 5.3402, 0.5695], [-1.7519, 5.8936, -1.5620], [-1.3781, 4.8622, -2.9591], [3.7369, 8.3259, -3.2292], [4.8750, 6.3583, -4.2403], [3.7581, 4.1797, -4.3555], [1.4822, 3.8454, -3.4709], [-3.9596, 0.4151, -1.9498], [-3.9378, 0.9843, -0.5324], [-5.3419, 1.0102, 0.0691], [-2.5419, -0.1470, 0.6446], [-2.9969, -2.2086, 0.2194], [-4.4446, -2.5913, 0.5156], [-2.0116, -3.1206, 0.9439], [-2.8582, 0.3273, 2.7126], [-2.8828, 1.8492, 2.8477], [-4.0576, -0.3337, 3.3775], [-4.6171, 1.0117, -2.5874], [-4.3513, -0.6042, -1.9521], [-2.9748, 0.3866, -2.4144], [-3.5343, 2.0019, -0.5296], [-5.7551, 0.0076, 0.1782], [-6.0135, 1.5674, -0.5888], [-5.3662, 1.4915, 1.0463], [-2.8282, -2.2776, -0.8589], [-4.7124, -2.4255, 1.5580], [-4.5796, -3.6560, 0.3111], [-5.1553, -2.0498, -0.1088], [-2.1550, -3.0829, 2.0254], [-0.9751, -2.8585, 0.7449], [-2.1742, -4.1519, 0.6225], [-1.9353, -0.0514, 3.1569], [-3.7870, 2.2831, 2.4160], [-2.0184, 2.3198, 2.3723], [-2.8639, 2.1250, 3.9044], [-5.0033, -0.0190, 2.9329], [-4.0811, -0.0512, 4.4328], [-4.0021, -1.4207, 3.3379]],
  "forces_ev_per_a": [[0.05, 0.71, 0.88], [-0.03, -0.01, -0.07], [0.01, -0.12, -0.14], [-0.17, 0.07, 0.05], [0.04, -0.07, -0.01], [0.17, -0.46, -0.35], [-0.12, 0.14, -0.11], [0.14, -0.08, 0.19], [-0.06, 0.06, 0.08], [0.13, 0.02, 0.02], [0.04, -0.01, -0.03], [0.03, -0.12, -0.05], [-0.22, -0.13, -0.39], [0.00, 0.06, -0.06], [0.05, 0.01, 0.00], [0.04, 0.03, 0.00], [-0.01, -0.01, 0.02], [-0.02, 0.03, -0.04], [0.02, -0.02, 0.05], [0.01, 0.00, 0.00], [0.00, 0.00, 0.01], [0.00, 0.00, 0.00], [0.00, 0.00, 0.01], [0.00, 0.00, 0.00], [0.00, 0.00, 0.00], [-0.01, 0.00, -0.02], [0.00, -0.01, 0.00], [0.01, -0.01, 0.00], [0.01, 0.02, -0.01], [-0.02, -0.01, 0.01], [0.00, 0.00, 0.00], [-0.03, 0.00, -0.04], [0.04, -0.03, 0.00], [0.00, 0.00, 0.00], [0.00, 0.00, 0.00], [0.00, 0.00, 0.00], [0.00, 0.00, -0.01], [-0.05, -0.01, 0.01], [-0.05, -0.02, 0.04], [0.02, 0.05, 0.04], [0.01, -0.05, 0.04], [-0.01, 0.00, 0.04], [-0.03, 0.03, -0.08], [-0.02, -0.04, -0.01], [0.00, 0.06, -0.01], [0.02, 0.00, 0.03], [0.00, -0.01, 0.01], [0.01, 0.01, 0.00], [-0.03, 0.01, -0.01], [0.02, -0.05, 0.02], [0.01, -0.01, -0.09], [-0.01, 0.00, 0.00], [0.00, 0.01, 0.00], [0.00, -0.01, 0.00], [0.05, 0.00, 0.01], [0.01, -0.01, 0.00], [0.00, 0.00, -0.01], [0.00, 0.00, 0.01], [0.01, 0.01, 0.00], [0.00, -0.01, -0.01], [-0.03, 0.00, 0.01], [-0.01, -0.04, 0.00], [0.01, 0.00, -0.01], [0.00, 0.00, -0.01], [-0.01, 0.00, 0.00], [0.00, -0.01, -0.01], [-0.01, 0.02, 0.00], [0.01, 0.00, 0.01]],
  "lowdin_charge": [0.862, -0.089, -0.123, -0.626, 0.112, -0.311, 0.102, 0.096, 0.132, 0.136, 0.002, -0.343, -0.115, -0.125, -0.016, 0.002, -0.054, -0.068, 0.061, 0.085, -0.220, 0.003, -0.071, -0.071, -0.012, -0.167, 0.078, 0.082, 0.084, 0.111, 0.138, 0.146, 0.140, 0.121, 0.109, 0.108, 0.092, -0.149, -0.545, -0.124, 1.517, -0.535, -0.124, -0.143, -0.536, -0.137, -0.121, 0.090, 0.072, 0.045, 0.076, 0.065, 0.088, 0.058, 0.084, 0.062, 0.089, 0.057, 0.085, 0.046, 0.087, 0.077, 0.067, 0.048, 0.089, 0.072, 0.089, 0.063],
  "mol_weight_g_mol": 733.41,
  "homo_ev": -11.62,
  "relative_energy_kj_mol": 66.9,
  "total_charge": 1
}

=====

{
  "formula": "C22H26ClF6N2O9P3S2W",
  "method": "ωB97M-V/def2-TZVPD",
  "species": ["W", "Cl", "C", "C", "C", "C", "O", "C", "C", "N", "C", "C", "C", "C", "C", "C", "C", "C", "N", "C", "C", "H", "H", "H", "H", "H", "H", "H", "H", "H", "H", "C", "P", "C", "C", "C", "P", "C", "C", "H", "H", "H", "H", "H", "H", "H", "H", "H", "H", "H", "H", "H", "H", "H", "H", "F", "P", "F", "F", "F", "F", "F", "O", "S", "O", "O", "O", "O", "S", "O", "O", "O"],
  "positions_angstrom": [[0.4293, 0.0425, -1.3203], [6.5935, 3.1052, -1.9038], [5.2707, 2.0401, -1.6057], [5.3445, 0.7090, -2.0136], [4.3006, -0.1534, -1.7432], [3.1669, 0.3013, -1.0996], [2.1669, -0.5272, -0.7317], [3.0570, 1.6616, -0.7283], [1.9047, 2.2233, -0.0923], [0.7186, 1.6777, 0.0682], [-0.2791, 2.4204, 0.7476], [-0.1058, 3.7469, 1.0906], [-1.0259, 4.4725, 1.8469], [-2.1518, 3.8643, 2.3090], [-2.4124, 2.5298, 1.9550], [-3.5852, 1.9123, 2.4313], [-3.8552, 0.6199, 2.0990], [-2.9958, -0.0339, 1.2285], [-1.9155, 0.5488, 0.7359], [-1.5064, 1.8095, 1.1211], [4.1500, 2.5120, -0.9684], [6.2156, 0.3596, -2.5502], [4.3376, -1.1883, -2.0543], [2.0873, 3.2195, 0.2868], [0.7673, 4.2835, 0.7568], [-0.8337, 5.5135, 2.0668], [-2.8664, 4.3893, 2.9283], [-4.2560, 2.4817, 3.0612], [-4.7272, 0.1009, 2.4680], [-3.1965, -1.0285, 0.8703], [4.1002, 3.5525, -0.6716], [2.5484, -0.4306, 2.1865], [0.9308, -1.0385, 1.5398], [-0.0374, -0.7187, 3.0893], [1.2599, -2.8658, 1.7479], [0.0026, -3.7439, 1.8644], [-1.3775, -3.2199, 0.7389], [-0.5353, -3.5601, -0.8983], [-2.3755, -4.7716, 0.8040], [2.6593, -0.7152, 3.2327], [2.6071, 0.6562, 2.1161], [3.3662, -0.8587, 1.6084], [0.4172, -1.2263, 3.9422], [-1.0729, -1.0434, 2.9932], [-0.0254, 0.3557, 3.2916], [1.8800, -3.0012, 2.6370], [1.8484, -3.1637, 0.8770], [-0.3963, -3.6802, 2.8805], [0.2434, -4.7926, 1.6767], [-1.2784, -3.8300, -1.6524], [0.1866, -4.3718, -0.7903], [0.6017, -2.4734, -2.1477], [-1.8080, -5.6274, 0.4355], [-3.2814, -4.6506, 0.2088], [-2.6729, -4.9622, 1.8356], [-0.9025, -0.4725, -2.5950], [-2.8177, 1.8613, -2.6825], [-1.2833, 1.8049, -1.6877], [-2.9999, 3.1753, -1.8914], [-1.8354, 1.9042, -3.8496], [-4.0347, 2.1685, -3.6121], [-3.7755, -1.1553, -3.5735], [0.1728, -2.3597, -1.2892], [-3.2750, -1.1306, -2.0627], [-4.4021, -1.5357, -1.3014], [-1.3005, -0.1895, -0.1876], [-3.4218, 0.6273, -1.9955], [0.5323, 0.4177, -4.7961], [1.4883, 0.3813, -3.7483], [2.8463, 0.7026, -4.0328], [1.0254, 1.3057, -2.5390], [1.3949, -0.9381, -2.9616]],
  "forces_ev_per_a": [[-2.21, -1.72, 1.31], [0.06, 0.03, -0.04], [0.06, -0.07, -0.07], [-0.10, 0.12, 0.09], [0.01, -0.36, 0.11], [0.45, 0.46, 0.60], [0.62, 0.58, 0.04], [0.41, -0.26, -0.06], [-0.23, -0.24, 0.28], [1.28, 0.52, -0.89], [-0.29, 0.18, 0.19], [0.14, -0.23, -0.26], [-0.22, 0.12, 0.15], [0.11, 0.15, -0.04], [0.05, -0.22, -0.13], [-0.04, -0.11, 0.00], [-0.10, 0.13, 0.24], [-0.36, 0.04, 0.00], [0.37, -0.19, -0.04], [-0.21, 0.24, 0.36], [-0.23, 0.12, 0.05], [0.02, 0.00, 0.04], [0.02, 0.01, 0.01], [-0.01, -0.05, 0.20], [-0.02, 0.01, 0.01], [0.05, -0.02, 0.00], [0.01, -0.01, -0.01], [0.02, -0.01, 0.00], [0.00, -0.02, -0.06], [0.17, -0.09, -0.09], [0.01, -0.01, -0.01], [-0.12, 0.01, -0.23], [0.11, -0.70, 1.45], [0.03, 0.00, -0.14], [-0.24, 0.14, -0.11], [-0.05, 0.41, -0.04], [0.17, -0.75, -0.13], [0.01, 0.69, 0.40], [0.04, 0.21, -0.09], [0.04, -0.03, 0.00], [0.03, 0.01, 0.01], [0.03, 0.03, 0.00], [-0.03, 0.00, 0.01], [-0.03, -0.03, 0.01], [-0.04, -0.01, 0.01], [0.07, -0.01, -0.05], [0.04, 0.00, 0.01], [0.00, -0.02, 0.00], [0.03, 0.00, 0.01], [0.00, 0.05, -0.02], [-0.05, -0.11, -0.02], [0.00, -0.17, -0.19], [-0.03, -0.05, 0.03], [0.02, -0.06, 0.01], [0.00, 0.00, -0.01], [-0.67, 0.05, 0.04], [1.70, 1.47, 0.47], [-1.35, -0.09, -0.49], [-0.39, -0.02, -0.02], [-0.07, -0.33, -0.23], [-0.16, -0.17, -0.01], [0.31, 0.02, 0.26], [0.02, -0.84, 0.30], [-0.73, 0.13, -0.56], [0.09, 0.09, 0.24], [-0.02, 0.15, -0.36], [0.12, -0.80, 0.37], [-0.04, 0.37, 0.05], [0.81, -1.18, -2.34], [-0.13, 0.26, 0.03], [0.53, 1.38, -0.61], [0.10, 0.78, -0.01]],
  "lowdin_charge": [1.892, 0.718, -0.645, -0.039, 0.014, -0.335, -0.332, -0.145, -0.029, -0.037, -0.160, 0.021, -0.027, -0.002, -0.120, 0.032, 0.010, -0.030, -0.072, -0.050, -0.024, 0.126, 0.143, 0.125, 0.114, 0.125, 0.130, 0.135, 0.131, 0.082, 0.124, -0.244, 0.887, -0.260, -0.384, -0.413, 0.946, -0.335, -0.276, 0.049, 0.036, 0.050, 0.051, 0.018, 0.040, 0.084, 0.079, 0.076, 0.084, 0.094, 0.100, 0.080, 0.047, 0.036, 0.044, -0.459, 0.398, -0.290, -0.026, -0.001, -0.058, -0.218, -0.268, 1.031, -0.320, -0.399, -0.337, -0.224, 0.430, -0.216, -0.407, -0.399],
  "mol_weight_g_mol": 952.79,
  "homo_ev": [-10.48, -11.02],
  "s_squared": 0.756,
  "relative_energy_kj_mol": 537.6,
  "multiplicity": 2,
  "total_charge": 1
}

=====

{
  "formula": "C19H31N3O3S",
  "method": "ωB97M-V/def2-TZVPD",
  "species": ["C", "C", "C", "C", "C", "S", "O", "O", "N", "C", "C", "C", "O", "N", "C", "C", "C", "C", "C", "N", "C", "C", "C", "C", "C", "C", "H", "H", "H", "H", "H", "H", "H", "H", "H", "H", "H", "H", "H", "H", "H", "H", "H", "H", "H", "H", "H", "H", "H", "H", "H", "H", "H", "H", "H", "H", "H"],
  "positions_angstrom": [[-2.7638, 2.3773, 2.2944], [-1.8566, 1.2616, 2.7148], [-2.0650, -0.0386, 2.2718], [-1.2134, -1.0597, 2.6592], [-0.1628, -0.7795, 3.5073], [0.9365, -2.1048, 3.9970], [0.3661, -3.3429, 3.5411], [1.2463, -1.9604, 5.3887], [2.3679, -1.9285, 3.1605], [3.2924, -0.9182, 3.6167], [2.2709, -2.1850, 1.7497], [1.6972, -1.0231, 0.9326], [1.6503, 0.1219, 1.3376], [1.2814, -1.3817, -0.2972], [0.7002, -0.4311, -1.2286], [1.1193, -0.7661, -2.6541], [0.5198, 0.2171, -3.6712], [0.6711, -0.3790, -5.0795], [1.2779, 1.5574, -3.6413], [-0.9104, 0.3240, -3.4361], [-1.4603, 0.5572, -2.1104], [-2.9623, 0.2521, -2.2188], [-1.3091, 1.9991, -1.5910], [-0.8237, -0.4373, -1.1307], [0.0538, 0.5012, 3.9762], [-0.7893, 1.5184, 3.5714], [-3.5330, 2.0228, 1.6128], [-2.1924, 3.1635, 1.8031], [-3.2492, 2.8163, 3.1649], [-2.9024, -0.2571, 1.6238], [-1.3562, -2.0756, 2.3256], [3.0969, 0.0569, 3.1649], [3.1796, -0.8614, 4.6964], [4.3101, -1.2334, 3.3784], [1.6302, -3.0638, 1.6495], [3.2686, -2.4243, 1.3630], [1.2554, -2.3559, -0.5532], [1.0887, 0.5432, -0.9210], [2.2067, -0.7590, -2.7402], [0.7596, -1.7699, -2.8918], [0.0638, -1.2755, -5.1683], [1.7088, -0.6331, -5.2784], [0.3394, 0.3346, -5.8298], [0.7596, 2.2923, -4.2544], [1.3683, 1.9529, -2.6353], [2.2794, 1.4242, -4.0436], [-1.3242, 0.9653, -4.1028], [-3.4224, 0.2506, -1.2345], [-3.1103, -0.7206, -2.6796], [-3.4578, 1.0011, -2.8321], [-1.5948, 2.7087, -2.3657], [-0.2933, 2.2179, -1.2800], [-1.9588, 2.1478, -0.7325], [-1.1194, -0.1891, -0.1114], [-1.1828, -1.4416, -1.3656], [0.8707, 0.6846, 4.6548], [-0.6236, 2.5261, 3.9230]],
  "forces_ev_per_a": [[0.02, 0.00, 0.04], [-0.03, -0.10, -0.05], [0.04, 0.10, 0.11], [-0.02, -0.18, -0.03], [0.30, -0.61, 0.18], [0.13, -0.32, 0.14], [-0.11, 0.25, -0.26], [0.07, 0.38, -0.11], [-0.93, -0.12, 0.33], [0.22, 0.44, 0.27], [-0.09, -0.08, -0.13], [0.14, -0.19, -0.07], [0.07, 0.19, 0.08], [-0.08, -0.16, -0.36], [-0.09, 0.03, -0.06], [-0.14, 0.32, 0.07], [0.34, -0.17, -0.28], [0.01, 0.05, 0.33], [-0.12, -0.25, 0.09], [-0.15, -0.06, -0.16], [-0.38, -0.06, 0.28], [0.34, -0.01, 0.06], [0.08, -0.28, -0.07], [0.17, 0.33, -0.17], [0.01, 0.19, 0.11], [0.10, -0.15, 0.03], [-0.06, 0.02, -0.06], [-0.02, 0.08, -0.06], [-0.07, 0.07, 0.01], [-0.07, -0.01, -0.07], [-0.09, -0.10, -0.06], [0.06, -0.06, 0.04], [0.24, 0.09, 0.02], [-0.02, -0.03, 0.03], [0.16, 0.00, -0.28], [-0.11, 0.00, 0.04], [0.04, -0.02, 0.10], [-0.04, -0.07, -0.09], [0.05, -0.03, -0.02], [-0.01, -0.12, -0.05], [-0.05, -0.09, 0.01], [0.16, 0.02, -0.08], [-0.03, 0.11, -0.14], [-0.04, 0.09, -0.06], [0.03, 0.11, 0.12], [0.15, 0.02, -0.03], [-0.03, -0.03, -0.04], [-0.12, 0.06, 0.15], [0.00, -0.11, -0.03], [-0.11, 0.12, -0.08], [-0.04, 0.09, -0.06], [0.14, 0.10, 0.04], [-0.08, 0.07, 0.16], [-0.03, -0.03, -0.01], [-0.04, -0.11, 0.00], [0.10, 0.11, 0.10], [0.03, 0.10, 0.06]],
  "lowdin_charge": [-0.049, -0.264, -0.046, -0.057, -0.276, 0.677, -0.291, -0.279, -0.273, -0.085, -0.118, -0.461, 0.068, 0.111, -0.291, -0.083, -0.561, -0.044, -0.028, 0.046, -0.553, -0.038, -0.017, -0.072, -0.049, -0.021, 0.072, 0.081, 0.084, 0.112, 0.116, 0.081, 0.081, 0.095, 0.117, 0.141, 0.149, 0.136, 0.130, 0.126, 0.082, 0.082, 0.080, 0.085, 0.064, 0.083, 0.126, 0.074, 0.083, 0.082, 0.086, 0.068, 0.069, 0.102, 0.132, 0.117, 0.119],
  "smiles": "Cc1ccc(S(=O)(=O)N(C)CC(=O)NC2CC(C)(C)NC(C)(C)C2)cc1",
  "mol_weight_g_mol": 381.54,
  "homo_ev": -8.82,
  "relative_energy_kj_mol": 0.0,
  "total_charge": 0
}

=====

{
  "formula": "C4H6O2",
  "method": "ωB97M-V/def2-TZVPD",
  "species": ["O", "C", "C", "C", "C", "O", "H", "H", "H", "H", "H", "H"],
  "positions_angstrom": [[1.6917, 0.3420, 1.3396], [1.8302, 0.1922, 0.1515], [0.6868, -0.5257, -0.5058], [-0.6269, -0.4909, 0.2997], [-1.5884, 0.6018, 0.1187], [-1.7846, -0.6507, -0.5190], [2.6070, 0.8288, -0.3644], [0.9689, -1.5582, -0.7114], [0.5210, 0.0348, -1.4138], [-0.6750, -1.0484, 1.2372], [-2.2977, 0.8448, 0.9121], [-1.3330, 1.4295, -0.5443]],
  "forces_ev_per_a": [[1.16, 0.20, 0.76], [-1.32, 1.12, 1.28], [-0.10, 0.17, -0.30], [0.48, -0.08, -0.15], [0.16, 0.24, 0.11], [-0.02, -0.14, -0.03], [-0.34, -1.06, -0.20], [-0.07, -0.04, -0.35], [-0.29, -0.31, -0.77], [0.20, 0.13, -0.28], [0.19, -0.10, -0.15], [-0.04, -0.13, 0.07]],
  "lowdin_charge": [0.042, -0.240, -0.104, -0.285, -0.116, -0.048, 0.134, 0.126, 0.114, 0.147, 0.115, 0.116],
  "smiles": "O=CC[C@H]1CO1",
  "mol_weight_g_mol": 86.09,
  "homo_ev": -9.93,
  "relative_energy_kj_mol": 224.8,
  "total_charge": 0
}